[1]
Density functional theory data (the ωB97M-V functional and the def2-TZVPD basis) for an isolated molecule of C2H3Cl2N at a distorted geometry.

Geometry (Å):
C (-0.2167, -0.4409, -0.6455)
Cl (-0.3466, 2.0074, 0.7158)
N (-0.2601, -0.9282, 0.7236)
Cl (2.1810, 0.6248, 0.2997)
C (0.4805, 0.6162, 0.1333)
H (-1.1226, -0.6567, 1.1872)
H (0.4294, -1.0540, -1.2691)
H (-1.1450, -0.1686, -1.1449)

Kohn-Sham gap in eV: 10.22
HOMO energy in eV: -9.43
SMILES string: ClC1(Cl)CN1
Relative energy (zero: lowest compared OMol25 entry of this formula, charge and spin) in kJ/mol: 142.0
Calculated total energy in eV: -28655.4650

=====

[2]
Density functional theory data (the ωB97M-V functional and the def2-TZVPD basis) for a cluster of 2 separate species, C15H15F3NO6S2 in total at a distorted geometry.

Geometry (Å):
H (-0.8975, 2.5846, 2.7057)
H (-3.9474, -0.5491, 4.0773)
H (-3.4527, -2.7885, 3.6722)
O (2.2007, 5.4589, -1.3266)
C (0.1659, 3.3136, 0.9986)
H (-4.7412, -0.4348, 2.5221)
C (5.1298, 0.6747, -2.6014)
S (-0.1391, -0.3883, 1.4218)
O (4.4418, 1.6133, -1.7077)
O (0.4804, 3.7577, -2.0128)
H (1.9059, 6.2283, 0.8332)
F (2.2025, -1.2187, 2.1197)
C (-2.6375, 0.0402, 2.4974)
C (3.2593, 2.1579, -2.1667)
F (1.0526, -0.2697, 3.7790)
F (0.5534, -2.3129, 3.0911)
O (-1.6141, -3.1707, 1.5064)
C (-3.5019, -2.2085, 2.7427)
C (-3.8181, -0.7573, 3.0111)
H (-0.1687, 4.4703, 4.1839)
H (7.1252, 1.3381, -2.1566)
C (1.3236, 5.4205, 1.2648)
S (1.5963, 4.1533, -1.1993)
C (-0.2368, 3.3655, 2.3308)
C (0.9551, -1.0873, 2.6852)
C (6.5138, 0.4392, -2.0202)
H (5.2127, 1.0958, -3.6219)
O (2.8325, 2.0364, -3.3094)
O (-2.5781, 1.2516, 2.3548)
C (0.1520, 4.4339, 3.1427)
C (0.9902, 4.3075, 0.4883)
H (7.0385, -0.3837, -2.5006)
C (2.6766, 2.8345, -1.0214)
H (4.5590, -0.2739, -2.5976)
H (-4.2664, -2.6875, 2.1242)
H (3.1611, 2.7468, -0.0545)
H (6.4408, 0.2117, -0.9517)
C (-2.1492, -2.2329, 2.0570)
H (1.1571, 6.3548, 3.2009)
C (0.9084, 5.4787, 2.5995)
N (-1.6381, -0.9048, 2.1852)
H (-0.1453, 2.5062, 0.3402)

Kohn-Sham gap in eV: 5.59
HOMO energy in eV: -3.56
Relative energy (zero: lowest compared OMol25 entry of this formula, charge and spin) in kJ/mol: 13.6
Net charge: -1
Calculated total energy in eV: -59397.1148

=====

[3]
Density functional theory data (the ωB97M-V functional and the def2-TZVPD basis) for a structure of composition C2H6Li3O11S2 at a distorted geometry.

Geometry (Å):
Li (2.8734, 5.8619, 5.3052)
H (2.6298, 4.3092, 1.0488)
O (-0.0457, 2.9269, 6.4088)
C (1.9552, 4.8471, 1.7149)
O (-0.2950, 5.3234, 6.7555)
C (2.8712, 6.0169, 2.2700)
O (1.4881, 4.4751, 5.4526)
Li (1.7753, 5.9088, 8.0616)
S (0.6361, 4.1781, 6.5782)
O (1.7113, 9.2476, 5.4120)
O (1.4896, 3.7449, 2.5885)
H (5.3423, 4.6296, 5.1195)
O (0.4547, 8.3187, 7.1738)
O (2.5907, 9.2678, 7.5787)
O (2.4261, 6.6977, 3.4116)
H (2.9318, 6.7688, 1.4832)
O (4.4683, 4.5706, 5.5053)
H (3.9167, 5.7233, 2.3631)
S (1.7931, 8.5414, 6.6673)
H (1.1274, 5.2774, 1.1512)
O (1.4368, 4.1302, 7.7760)
H (4.5853, 4.0242, 6.2824)
Li (0.5688, 5.1928, 3.9844)
O (2.2731, 7.1731, 6.5294)

Kohn-Sham gap in eV: 3.47
HOMO energy in eV: 2.55
Relative energy (zero: lowest compared OMol25 entry of this formula, charge and spin) in kJ/mol: 0.0
Net charge: -3
Calculated total energy in eV: -46979.8221

=====

[4]
Density functional theory data (the ωB97M-V functional and the def2-TZVPD basis) for a structure of composition C5H10HgO3 at a distorted geometry.

Geometry (Å):
O (1.8650, -2.3406, -0.1502)
H (-0.0360, 2.0267, 0.7860)
C (1.4491, -1.6506, -1.1073)
H (0.7081, 1.7502, 2.3831)
H (2.0897, 0.3265, -0.5091)
H (-1.0777, 1.8762, 2.2560)
Hg (1.4156, -1.2951, 1.9875)
H (-1.8468, -0.3823, -0.1958)
H (-2.1541, -0.1560, 1.2938)
H (-1.1533, 1.4809, -2.0833)
H (-1.1327, -0.4830, -2.1364)
C (1.2907, -0.2554, -0.9698)
C (-1.2302, -0.3219, 0.7087)
H (0.7590, -2.1096, -1.8497)
C (-0.6726, 0.5035, -2.0047)
O (0.6047, 0.5374, -1.8602)
C (-0.1624, 1.5219, 1.7570)
H (-0.5060, -1.1479, 0.1078)
O (-0.2100, 0.1191, 1.5868)

Kohn-Sham gap (alpha / beta) in eV: 6.49 / 6.25
HOMO energy (alpha / beta) in eV: -12.36 / -12.38
Relative energy (zero: lowest compared OMol25 entry of this formula, charge and spin) in kJ/mol: 470.9
Net charge: +1
Calculated total energy in eV: -15647.5140
Multiplicity: 2

=====

[5]
Density functional theory data (the ωB97M-V functional and the def2-TZVPD basis) for an isolated molecule of C19H20N6O2 at a distorted geometry.

Geometry (Å):
C (-0.9065, 5.1701, -6.0601)
C (-2.7555, 5.3724, -4.3710)
H (5.9078, -2.5591, 7.0305)
C (1.2454, -1.3779, 3.1861)
H (-1.3547, -0.3099, 0.3403)
H (-3.6505, 5.8529, -4.9342)
H (-0.0172, 5.1337, -5.3905)
C (1.5522, -3.8159, 2.8785)
H (3.8963, -0.8047, 3.6901)
C (4.9646, -1.5581, 5.4395)
N (-1.3085, 0.8383, -1.8431)
C (0.3952, -1.3211, 2.1358)
H (-1.1500, 6.2128, -6.3558)
O (-1.1181, 2.4980, -5.7241)
C (0.3803, -3.7875, 2.0772)
H (-2.0683, 6.2042, -4.0562)
H (-3.1175, 4.8984, -3.5281)
N (-2.4549, 1.3794, -3.4862)
H (5.6959, -0.7773, 5.3020)
H (3.9585, -4.1713, 7.2575)
N (-2.9720, 0.1728, -3.0775)
H (-3.4997, -0.9963, -0.7216)
H (1.5753, -0.4808, 3.7086)
H (-3.6207, 1.6092, -5.1563)
N (-1.5682, -1.2541, -0.1493)
N (-1.3748, 1.7577, -2.7357)
C (3.1157, -2.5041, 4.4759)
N (-2.0659, 4.5473, -5.4378)
C (-3.0754, 2.2568, -4.5008)
H (2.0911, -4.6867, 3.1558)
O (-1.8299, -3.5080, 0.2411)
H (-0.0687, -4.6620, 1.6048)
H (-2.5085, -2.1077, -1.7265)
C (-1.2881, -2.4366, 0.6348)
C (2.0180, -2.5476, 3.4716)
C (3.9808, -1.4436, 4.5522)
C (-0.1046, -2.5415, 1.6248)
C (-2.5235, -1.1434, -1.1221)
C (-2.2830, -0.0589, -2.0454)
C (4.9897, -2.4634, 6.4841)
H (2.2215, -4.2033, 5.6399)
H (0.0995, -0.3688, 1.7307)
H (-0.6187, 4.5672, -6.9389)
C (-1.9420, 3.1354, -5.1684)
H (-3.7526, 3.0770, -4.1924)
C (2.9523, -3.4165, 5.5013)
C (3.9578, -3.3778, 6.5590)

Kohn-Sham gap in eV: 8.96
HOMO energy in eV: -8.68
SMILES string: CN(C)C(=O)Cn1nnc(CNC(=O)c2ccc(-c3ccccc3)cc2)n1
Relative energy (zero: lowest compared OMol25 entry of this formula, charge and spin) in kJ/mol: 533.4
Calculated total energy in eV: -33059.3825

=====

[6]
Density functional theory data (the ωB97M-V functional and the def2-TZVPD basis) for an isolated molecule of C10H7ClO2 at a distorted geometry.

Geometry (Å):
H (-1.2439, 1.3228, -1.0089)
C (0.2398, -0.5158, 1.5561)
C (2.0754, 1.7624, 0.2131)
H (0.1657, 2.6168, 0.2977)
C (-1.4473, -1.8288, 0.4056)
H (0.8604, 2.0759, 1.9462)
C (-0.2789, -0.7257, -1.5018)
C (0.7433, 1.8025, 0.8981)
H (0.9980, -0.4687, 2.3775)
C (0.0337, 0.4720, 0.6972)
Cl (1.9280, 2.0188, -1.4692)
C (-1.5370, -0.8488, -0.6198)
C (-0.7160, 0.3400, -0.5498)
C (-0.5969, -1.7108, 1.4384)
O (0.5725, -1.1118, -3.7423)
H (-2.1517, -2.6155, 0.1136)
H (-2.5751, -0.9079, -1.2015)
O (3.1497, 1.6325, 0.7474)
C (0.0325, -0.8115, -2.7500)
H (-0.2522, -2.4985, 2.1525)

Kohn-Sham gap in eV: 8.89
HOMO energy in eV: -8.71
SMILES string: O=C=C1[C@@H]2C(CC(=O)Cl)=CC=C[C@H]12
Relative energy (zero: lowest compared OMol25 entry of this formula, charge and spin) in kJ/mol: 270.8
Calculated total energy in eV: -27097.0330